Computed, not measured: one molecule with the formula C24H25N3O5, with the ωB97M-V functional and the def2-TZVPD basis.

**Electronic energy**: -40000.7569 eV
**Relative energy (zero: lowest compared OMol25 entry of this formula, charge and spin)**: 59.0 kcal per mole
**Kohn-Sham gap**: 8.0 eV
**E_LUMO**: 0.60 eV

The geometry in ORCA input format:
```
! RIJCOSX wB97M-V def2-TZVPD def2/J DEFGRID3
* xyz 0 1
C -2.28518 0.64857 -0.30435
C 3.59923 0.83637 0.16471
H -3.90903 -2.03605 -1.56364
H -2.61269 1.45877 1.66639
C -3.63199 -4.01487 -0.01946
C -5.04772 -3.49661 0.28147
C 0.40086 -2.71867 -0.75192
H 6.56593 4.16872 1.44536
H -2.24750 -0.35514 -2.18263
C -2.68965 -0.33982 -1.19955
H -1.80299 3.24074 0.26472
C -2.87578 0.69391 0.95310
H 1.47995 -1.05451 -2.20998
C 2.83850 3.00371 -0.82609
H 0.90733 -2.92026 -1.68256
C 4.85697 5.50338 0.93720
O -3.36912 -4.62816 -1.02803
C 3.79429 3.80799 -0.04560
C 0.30139 -1.66889 1.39057
C -3.79999 -0.26806 1.31889
N 2.03171 -1.01555 -0.19694
H 0.97925 1.19299 -1.41588
H -5.57118 -4.17332 0.96343
H -1.16086 -4.10152 -1.20204
H -4.24247 -0.25040 2.30309
C -4.16641 -1.28045 0.44036
C 2.55913 -0.09161 0.78865
H -1.35713 -2.20491 2.61262
H -0.50673 2.26170 1.00489
C -1.44045 -3.18496 0.71030
H -5.60581 -3.45225 -0.66151
H 2.16598 1.26478 -2.71888
O -1.31457 1.49708 -0.75017
C 2.21172 -0.56994 -1.56631
H 3.01415 -0.66311 1.60529
H 4.02717 1.46312 0.94430
C 0.92156 -1.77405 0.14132
C 2.00944 0.93689 -1.68714
C -0.86567 -2.35227 1.66094
C 5.60395 4.36702 1.01483
H 1.76399 0.54403 1.20951
H 3.21261 -0.84805 -1.91767
N -2.73969 -3.66580 0.94976
H 0.70006 -1.03004 2.16076
H 4.40958 0.25693 -0.28972
H 2.85735 5.77341 -0.02033
H -3.15361 -3.26620 1.78463
O 4.97466 3.33875 0.42928
O 1.98183 3.57044 -1.49231
C -3.62517 -1.28771 -0.84152
C -0.75962 -3.41029 -0.47968
H 5.11222 6.46958 1.32042
C 3.68307 5.14564 0.24228
C -0.94674 2.59227 0.05699
H -0.20257 3.14722 -0.51555
O -5.02034 -2.24472 0.93871
N 2.94560 1.65419 -0.82956
*
```